# 1
DFT (ωB97M-V with the def2-TZVPD basis set) results for C34H32N3O2PPdS5Se as an isolated structure.

```
79
Properties=species:S:1:pos:R:3:mulliken_charge:R:1
Pd -0.847 0.234 0.129 0.08
O 1.894 2.243 6.248 -0.54
C 0.622 2.288 5.596 -0.75
C 0.578 1.287 4.483 0.80
C -0.513 0.451 4.313 -0.87
C -0.583 -0.344 3.179 -0.49
N 0.349 -0.345 2.230 -0.37
C 1.422 0.437 2.417 1.06
C 1.581 1.250 3.525 -0.71
C 2.426 0.438 1.312 -0.31
C 3.794 0.482 1.561 -0.36
C 4.674 0.383 0.488 0.27
C 6.157 0.449 0.718 -0.63
O 6.572 1.736 1.189 -0.54
C 4.143 0.238 -0.786 -1.05
C 2.763 0.224 -0.939 -0.72
N 1.929 0.344 0.081 0.73
H 1.993 3.055 6.751 0.30
H 0.455 3.281 5.163 0.30
H -0.186 2.087 6.307 0.33
H -1.325 0.443 5.030 0.30
H -1.437 -0.987 3.000 0.36
H 2.440 1.902 3.607 0.51
H 4.166 0.546 2.576 0.62
H 6.687 0.216 -0.209 0.31
H 6.454 -0.285 1.472 0.30
H 5.834 2.340 1.064 0.35
H 4.791 0.130 -1.647 0.32
H 2.301 0.111 -1.914 0.36
C 2.615 -2.956 1.358 -0.21
S 3.600 -3.862 0.142 -0.20
C 2.428 -5.033 -0.397 -0.16
C 1.258 -4.751 -1.047 -0.23
S 0.583 -3.265 -1.527 -0.02
S 0.319 -6.207 -1.373 -0.08
C 1.364 -7.402 -0.722 0.05
S 1.072 -9.051 -0.789 -0.38
S 2.741 -6.704 -0.004 -0.14
H 3.262 -2.182 1.772 0.00
H 2.279 -3.617 2.156 0.48
H 1.763 -2.489 0.861 -0.15
C -2.357 1.762 -2.785 -1.55
P -1.801 0.250 -1.887 1.70
C -2.243 -0.964 -3.210 0.25
C -1.222 -1.499 -3.989 -0.32
C -1.504 -2.370 -5.033 -0.60
C -2.818 -2.721 -5.307 -0.41
C -3.847 -2.197 -4.533 -0.63
C -3.558 -1.324 -3.495 -0.32
C -3.191 -0.014 -0.716 -0.58
C -4.095 0.987 -0.346 -0.41
C -5.013 0.777 0.673 -0.60
C -5.057 -0.438 1.343 -0.50
C -4.175 -1.449 0.974 -0.59
C -3.255 -1.248 -0.044 0.02
H -3.390 1.673 -3.134 0.49
H -1.702 1.906 -3.645 0.39
H -2.255 2.634 -2.136 0.23
H -0.194 -1.264 -3.746 0.29
H -0.693 -2.803 -5.604 0.38
H -3.040 -3.419 -6.106 0.34
H -4.876 -2.477 -4.731 0.38
H -4.363 -0.926 -2.884 0.32
H -4.048 1.958 -0.822 0.19
H -5.686 1.577 0.958 0.36
H -5.766 -0.595 2.147 0.33
H -4.198 -2.405 1.486 0.42
H -2.581 -2.046 -0.337 0.40
Se -1.144 2.767 1.463 -0.40
C -0.728 3.852 -0.027 -0.15
C -1.427 5.033 -0.316 -0.40
C -1.106 5.782 -1.435 -0.24
N -0.142 5.477 -2.305 -0.74
C 0.526 4.349 -2.032 -0.32
C 0.280 3.528 -0.949 0.01
H -2.232 5.350 0.335 0.33
H -1.667 6.691 -1.646 0.32
H 1.307 4.077 -2.737 0.35
H 0.839 2.609 -0.818 0.28
```

- net charge = -2
- Kohn-Sham gap (Ha) = 0.1817
- electronic energy (a.u.) = -6491.24550
- E_HOMO (eV) = -1.23
- LUMO level (eV) = 3.716
- 2S+1 = 1

# 2
DFT (ωB97M-V with the def2-TZVPD basis set) results for C34H32N8SV as an isolated structure in a non-equilibrium geometry.

```
76
Properties=species:S:1:pos:R:3:mulliken_charge:R:1
V 0.311 -0.257 -0.182 -0.89
C -4.239 -4.638 0.848 -1.58
C -2.898 -4.018 0.577 0.33
C -2.163 -4.344 -0.561 -1.28
C -0.954 -3.739 -0.839 -0.39
C -0.408 -2.764 0.004 1.26
N 0.754 -2.044 -0.275 0.97
C 1.927 -2.575 -0.761 0.61
C 2.172 -3.959 -0.783 -0.90
C 3.326 -4.500 -1.303 -1.08
C 4.324 -3.682 -1.822 0.15
C 5.597 -4.242 -2.395 -1.62
C 4.133 -2.314 -1.745 -0.70
C 2.974 -1.739 -1.226 1.23
N 2.944 -0.310 -1.122 0.10
C 3.859 0.553 -1.614 -0.11
C 3.628 1.791 -1.053 -1.33
C 2.527 1.613 -0.224 -0.19
N 2.103 0.346 -0.292 0.19
C -1.159 -2.442 1.162 -0.19
C -2.368 -3.068 1.434 -0.48
N -0.665 -1.489 2.098 0.20
C -0.802 -1.491 3.436 -0.03
C -0.074 -0.429 3.931 -1.22
C 0.479 0.187 2.809 -0.54
N 0.106 -0.461 1.708 0.29
H -4.436 -5.457 0.160 0.38
H -4.301 -5.010 1.870 0.37
H -5.027 -3.892 0.724 0.32
H -2.559 -5.078 -1.252 0.37
H -0.416 -4.020 -1.733 0.41
H 1.414 -4.611 -0.374 0.49
H 3.454 -5.576 -1.302 0.44
H 5.423 -5.200 -2.882 0.41
H 6.031 -3.561 -3.127 0.38
H 6.334 -4.400 -1.605 0.31
H 4.942 -1.684 -2.087 0.28
H 4.599 0.272 -2.339 0.45
H 4.182 2.696 -1.226 0.48
H 2.002 2.329 0.384 0.49
H -2.916 -2.783 2.325 0.51
H -1.365 -2.245 3.956 0.54
H 0.043 -0.144 4.962 0.50
H 1.148 1.030 2.748 0.51
C 1.011 -1.546 -4.745 -1.19
C 1.001 -0.305 -5.363 -0.57
C 0.637 0.803 -4.621 -1.14
C 0.319 0.655 -3.273 0.93
N 0.394 -0.543 -2.662 0.34
C 0.707 -1.607 -3.397 0.17
C -0.151 1.739 -2.401 1.26
C -0.385 3.045 -2.820 -0.67
C -0.839 3.987 -1.908 -1.06
C -1.059 3.629 -0.585 -0.68
C -0.838 2.318 -0.175 0.29
C -0.389 1.357 -1.077 -0.13
H 1.247 -2.447 -5.293 0.47
H 1.257 -0.213 -6.410 0.45
H 0.592 1.777 -5.088 0.38
H 0.721 -2.562 -2.891 0.32
H -0.231 3.338 -3.851 0.39
H -1.026 5.003 -2.229 0.39
H -1.415 4.368 0.124 0.53
H -1.035 2.046 0.859 -0.02
S -3.196 1.220 2.497 -0.33
C -2.768 2.676 3.165 0.04
N -3.548 3.767 3.280 -0.19
C -2.835 4.924 3.806 -0.47
C -1.537 4.290 4.331 -0.55
N -1.548 2.984 3.677 0.08
H -4.412 3.842 2.773 0.24
H -3.404 5.412 4.595 0.31
H -2.632 5.658 3.022 0.27
H -1.550 4.190 5.419 0.32
H -0.653 4.860 4.045 0.32
H -0.951 2.239 3.979 0.06
```

- net charge = +1
- Kohn-Sham gap (alpha / beta) (Ha) = 0.2753 / 0.2804
- electronic energy (a.u.) = -3094.90054
- relative energy (zero: lowest compared OMol25 entry of this formula, charge and spin) (eV) = 1.4138
- E_HOMO (alpha / beta) (eV) = -9.77 / -9.84
- LUMO level (alpha / beta) (eV) = -2.275 / -2.211
- 2S+1 = 3

# 3
DFT (ωB97M-V with the def2-TZVPD basis set) results for C34H33AgBrF4NOPSi2 as an isolated structure.

```
78
Properties=species:S:1:pos:R:3:mulliken_charge:R:1
Ag 0.152 1.156 0.149 1.20
F -0.913 -1.531 -6.959 -0.33
C -0.689 -1.489 -5.644 0.63
C 0.367 -2.181 -5.093 0.36
F 1.161 -2.919 -5.875 -0.34
C 0.585 -2.131 -3.725 0.34
F 1.594 -2.893 -3.286 -0.37
C -0.204 -1.375 -2.862 -0.35
P 0.171 -1.026 -1.072 1.04
C -1.105 -2.061 -0.265 -0.01
C -1.678 -1.606 0.920 -0.24
C -2.637 -2.368 1.572 -0.65
C -3.040 -3.582 1.036 -0.61
C -2.480 -4.038 -0.152 -0.73
C -1.515 -3.282 -0.798 -0.23
C 1.724 -1.935 -0.744 1.01
C 2.909 -1.386 -1.239 -0.22
C 4.128 -1.961 -0.940 -1.11
C 4.187 -3.076 -0.108 -0.61
C 3.020 -3.609 0.408 -0.79
C 1.789 -3.043 0.088 -0.67
C -1.300 -0.721 -3.448 -0.20
Br -2.542 0.235 -2.418 -0.05
C -1.528 -0.775 -4.810 0.34
F -2.563 -0.138 -5.369 -0.41
H -1.382 -0.647 1.332 -0.42
H -3.069 -2.001 2.495 0.49
H -3.793 -4.174 1.541 0.39
H -2.796 -4.984 -0.574 0.41
H -1.075 -3.644 -1.721 0.37
H 2.875 -0.502 -1.869 0.62
H 5.037 -1.531 -1.342 0.45
H 5.145 -3.515 0.143 0.35
H 3.056 -4.462 1.074 0.38
H 0.885 -3.466 0.505 0.30
C -1.914 4.144 1.323 -1.42
Si -1.895 2.264 0.967 0.73
C -3.668 1.988 0.280 -1.53
C -1.957 1.472 2.734 0.44
C -3.151 1.460 3.466 -0.29
C -3.240 0.907 4.736 -0.83
C -2.109 0.348 5.316 -0.85
C -0.914 0.350 4.609 -0.57
C -0.806 0.892 3.323 0.29
Si 0.926 0.794 2.464 0.71
C 1.606 -0.911 2.995 -1.22
C 1.976 2.011 3.489 -1.50
H -2.757 4.431 1.963 0.35
H -1.990 4.718 0.394 0.32
H -0.993 4.452 1.825 0.32
H -4.460 2.388 0.921 0.39
H -3.871 0.922 0.130 0.38
H -3.771 2.488 -0.690 0.30
H -4.045 1.896 3.031 0.22
H -4.184 0.913 5.270 0.36
H -2.157 -0.087 6.309 0.37
H -0.038 -0.091 5.076 0.24
H 1.721 -1.031 4.078 0.48
H 2.588 -1.068 2.539 0.25
H 0.952 -1.712 2.636 0.26
H 1.885 1.793 4.558 0.43
H 1.650 3.041 3.325 0.32
H 3.032 1.952 3.213 0.32
O 3.123 2.850 0.360 -0.62
C 3.485 2.362 -0.901 -0.30
C 2.357 2.365 -1.903 0.49
C 1.174 3.057 -1.663 -0.90
C 0.151 2.970 -2.595 -0.03
C 0.361 2.234 -3.750 -0.36
C 1.587 1.605 -3.912 -0.55
N 2.569 1.656 -3.015 -0.59
H 2.476 2.226 0.753 -0.26
H 3.894 1.347 -0.863 0.08
H 4.279 3.017 -1.271 0.39
H 1.070 3.636 -0.755 0.65
H -0.797 3.456 -2.407 0.39
H -0.409 2.134 -4.504 0.51
H 1.789 1.021 -4.805 0.44
```

- net charge = -1
- Kohn-Sham gap (Ha) = 0.1888
- electronic energy (a.u.) = -5486.26221
- relative energy (zero: lowest compared OMol25 entry of this formula, charge and spin) (eV) = 1.1229
- E_HOMO (eV) = -2.90
- LUMO level (eV) = 2.242
- 2S+1 = 1

> The highest electronic energy belongs to which entry?

C34H32N8SV

> The highest electronic energy belongs to which entry?

C34H32N8SV